Entry 1:
{"formula": "C27H27N3O7P2Rh", "method": "ωB97M-V/def2-TZVPD", "elements": ["C", "C", "C", "C", "C", "C", "C", "C", "C", "C", "C", "C", "C", "H", "H", "H", "H", "H", "H", "H", "N", "Rh", "C", "H", "H", "C", "H", "H", "P", "P", "C", "H", "H", "H", "C", "H", "H", "H", "C", "H", "H", "H", "C", "H", "H", "H", "C", "O", "H", "O", "C", "O", "C", "C", "C", "C", "C", "C", "N", "O", "O", "N", "O", "O", "H", "H", "H"], "xyz": [[2.888, 0.732, -4.309], [2.600, 0.930, -2.962], [1.539, 1.848, -2.594], [0.792, 2.531, -3.597], [1.159, 2.338, -4.930], [2.179, 1.451, -5.279], [-0.346, 3.498, -3.258], [-0.049, 4.054, -1.859], [0.726, 3.336, -0.903], [1.003, 3.891, 0.400], [0.442, 5.121, 0.723], [-0.297, 5.819, -0.227], [-0.519, 5.314, -1.507], [3.657, 0.014, -4.585], [0.647, 2.916, -5.700], [2.411, 1.267, -6.329], [-0.194, 4.351, -3.944], [0.585, 5.520, 1.722], [-0.723, 6.781, 0.039], [-1.029, 5.902, -2.269], [1.110, 2.034, -1.266], [0.569, 0.535, -0.159], [3.230, 0.017, -1.923], [3.764, 0.552, -1.134], [3.919, -0.718, -2.346], [1.688, 3.094, 1.483], [2.717, 2.833, 1.248], [1.720, 3.601, 2.446], [1.869, -0.907, -1.118], [0.785, 1.519, 1.710], [-0.773, 1.920, 2.531], [-1.367, 1.003, 2.628], [-0.611, 2.370, 3.519], [-1.343, 2.621, 1.914], [1.704, 0.349, 2.709], [1.722, 0.640, 3.761], [1.222, -0.629, 2.592], [2.726, 0.276, 2.328], [1.009, -1.824, -2.418], [1.706, -2.525, -2.896], [0.162, -2.356, -1.941], [0.633, -1.116, -3.168], [2.477, -2.028, 0.135], [1.606, -2.566, 0.537], [3.192, -2.726, -0.311], [2.946, -1.449, 0.939], [-1.332, 0.036, -0.108], [-2.479, 0.053, -0.241], [-1.376, 3.210, -3.523], [-1.002, -2.931, -0.499], [-1.213, -2.525, 0.651], [-0.812, -1.417, 1.200], [-2.056, -3.370, 1.578], [-2.327, -2.980, 2.902], [-3.106, -3.809, 3.734], [-3.601, -5.030, 3.263], [-3.328, -5.407, 1.939], [-2.552, -4.586, 1.099], [-3.842, -6.649, 1.444], [-4.522, -7.362, 2.218], [-3.581, -6.975, 0.270], [-3.352, -3.384, 5.084], [-2.866, -2.298, 5.461], [-4.046, -4.121, 5.817], [-1.946, -2.039, 3.296], [-4.186, -5.678, 3.908], [-2.330, -4.870, 0.071]], "lowdin_charge": [-0.029, -0.210, -0.152, -0.121, -0.017, -0.036, -0.042, -0.119, -0.152, -0.205, -0.030, -0.038, -0.016, 0.124, 0.127, 0.119, 0.131, 0.124, 0.118, 0.128, -0.055, 0.720, -0.245, 0.095, 0.102, -0.246, 0.097, 0.101, 0.756, 0.730, -0.196, 0.053, 0.069, 0.061, -0.237, 0.061, 0.041, 0.044, -0.191, 0.071, 0.029, 0.058, -0.219, 0.054, 0.064, 0.034, -0.230, 0.154, 0.146, 0.022, -0.566, -0.133, -0.083, 0.094, -0.118, 0.114, -0.113, 0.099, -0.315, 0.076, 0.078, -0.315, 0.060, 0.084, 0.123, 0.136, 0.135], "multiplicity": 5, "e_homo_ev": [-10.24, -12.37], "homo_lumo_gap_ev": [7.3114, 6.2764], "charge": 1}

Entry 2:
{"formula": "C27H28Br2F9O31PS", "method": "ωB97M-V/def2-TZVPD", "elements": ["O", "S", "O", "Br", "O", "P", "O", "Br", "H", "C", "C", "O", "C", "O", "O", "F", "H", "H", "H", "C", "C", "O", "C", "O", "O", "F", "H", "H", "H", "C", "C", "O", "C", "O", "O", "F", "H", "H", "H", "C", "C", "O", "C", "O", "O", "F", "H", "H", "H", "C", "C", "O", "C", "O", "O", "F", "H", "H", "H", "C", "C", "O", "C", "O", "O", "F", "H", "H", "H", "C", "C", "O", "C", "O", "O", "F", "H", "H", "H", "C", "C", "O", "C", "O", "O", "F", "H", "H", "H", "C", "C", "O", "C", "O", "O", "F", "H", "H", "H"], "xyz": [[2.998, -1.299, -0.568], [2.478, 0.061, -0.709], [3.702, 1.126, -0.535], [4.883, 0.848, 0.844], [1.708, 0.359, 0.716], [0.210, 1.078, 0.850], [-0.589, 0.425, -0.442], [0.614, 3.078, -0.094], [-1.012, -0.417, -0.261], [-3.110, 4.305, 2.236], [-3.381, 2.911, 1.707], [-3.244, 2.111, 2.861], [-3.479, 2.886, 3.953], [-3.643, 2.466, 5.050], [-3.517, 4.189, 3.603], [-2.452, 2.527, 0.798], [-2.040, 4.512, 2.189], [-3.669, 5.092, 1.741], [-4.372, 2.755, 1.278], [0.322, -1.853, -3.918], [-1.078, -1.585, -4.412], [-1.884, -2.010, -3.315], [-1.126, -1.949, -2.196], [-1.552, -2.049, -1.085], [0.169, -1.744, -2.494], [-1.355, -2.320, -5.507], [0.618, -2.873, -4.163], [1.055, -1.144, -4.282], [-1.290, -0.535, -4.619], [5.005, 0.367, -5.604], [4.289, -0.754, -4.878], [3.985, -1.650, -5.924], [4.857, -1.439, -6.948], [4.974, -2.151, -7.888], [5.568, -0.310, -6.727], [3.124, -0.338, -4.320], [4.277, 1.102, -5.953], [5.789, 0.847, -5.025], [4.878, -1.270, -4.118], [-1.347, 0.640, 6.376], [0.002, 0.634, 7.066], [-0.199, -0.267, 8.136], [-1.211, -1.107, 7.796], [-1.470, -2.108, 8.387], [-1.844, -0.667, 6.697], [0.337, 1.852, 7.581], [-2.001, 1.393, 6.814], [-1.304, 0.780, 5.302], [0.837, 0.280, 6.459], [-0.039, -2.173, -9.392], [1.368, -1.666, -9.650], [1.527, -0.685, -8.643], [0.684, -0.982, -7.621], [0.734, -0.477, -6.545], [-0.196, -1.931, -7.995], [1.489, -1.079, -10.866], [-0.761, -1.572, -9.949], [-0.180, -3.230, -9.600], [2.156, -2.413, -9.540], [0.218, -5.426, 6.409], [0.173, -4.876, 7.821], [1.353, -4.095, 7.877], [1.667, -3.707, 6.616], [2.454, -2.862, 6.340], [0.941, -4.411, 5.714], [0.241, -5.855, 8.757], [0.782, -6.361, 6.388], [-0.759, -5.558, 5.952], [-0.680, -4.231, 8.030], [-0.635, 5.655, -3.060], [-2.107, 5.836, -3.373], [-2.730, 5.382, -2.189], [-1.846, 5.502, -1.163], [-2.133, 5.401, -0.016], [-0.611, 5.772, -1.638], [-2.511, 5.071, -4.414], [-0.315, 4.651, -3.345], [0.014, 6.404, -3.504], [-2.413, 6.868, -3.559], [-0.297, 5.924, 6.805], [-0.994, 4.920, 7.704], [-1.463, 3.963, 6.778], [-0.679, 4.012, 5.676], [-0.664, 3.189, 4.818], [0.100, 5.114, 5.699], [-2.047, 5.465, 8.358], [-1.014, 6.675, 6.468], [0.574, 6.396, 7.248], [-0.349, 4.420, 8.429], [-0.229, -5.357, -1.725], [-0.687, -6.789, -1.923], [-1.258, -6.757, -3.216], [-0.705, -5.727, -3.908], [-0.812, -5.553, -5.075], [0.008, -4.935, -3.070], [-1.634, -7.156, -1.026], [-1.036, -4.761, -1.291], [0.679, -5.249, -1.139], [0.112, -7.532, -1.909]], "lowdin_charge": [-0.417, 0.756, -0.913, 0.768, -0.671, 0.575, -0.373, 0.386, 0.013, -0.065, -0.302, 0.129, -0.565, 0.171, 0.074, 0.010, 0.133, 0.129, 0.175, -0.040, -0.301, 0.151, -0.563, 0.137, 0.063, 0.090, 0.138, 0.103, 0.174, -0.043, -0.300, 0.128, -0.548, 0.179, 0.077, 0.061, 0.148, 0.141, 0.177, -0.049, -0.286, 0.141, -0.546, 0.158, 0.091, 0.069, 0.132, 0.130, 0.177, -0.036, -0.303, 0.136, -0.529, 0.167, 0.072, 0.077, 0.146, 0.144, 0.174, -0.050, -0.308, 0.138, -0.556, 0.172, 0.069, 0.074, 0.143, 0.140, 0.146, -0.049, -0.311, 0.141, -0.551, 0.147, 0.031, 0.078, 0.144, 0.141, 0.173, -0.041, -0.305, 0.118, -0.547, 0.169, 0.084, 0.081, 0.146, 0.141, 0.171, -0.035, -0.308, 0.141, -0.543, 0.187, 0.048, 0.079, 0.139, 0.147, 0.172], "multiplicity": 1, "e_homo_ev": -9.66, "homo_lumo_gap_ev": 8.7828}

Entry 3:
{"formula": "C27H28BrCl4IrN5O7PS", "method": "ωB97M-V/def2-TZVPD", "elements": ["Ir", "Cl", "C", "C", "Cl", "C", "Cl", "C", "O", "C", "O", "C", "Cl", "N", "C", "C", "C", "C", "C", "C", "S", "O", "O", "N", "C", "N", "C", "C", "C", "N", "H", "H", "H", "H", "H", "H", "H", "H", "H", "C", "C", "O", "P", "O", "C", "C", "O", "C", "C", "H", "H", "H", "H", "H", "H", "H", "H", "H", "H", "H", "H", "H", "H", "H", "Br", "C", "C", "C", "C", "N", "C", "H", "H", "H", "H"], "xyz": [[-0.812, -0.526, 0.104], [1.799, -2.575, 5.972], [0.691, -2.137, 4.723], [-0.664, -2.388, 4.868], [-1.267, -3.143, 6.298], [-1.548, -2.029, 3.846], [-3.247, -2.292, 3.994], [-1.085, -1.436, 2.680], [-1.918, -1.048, 1.709], [0.299, -1.184, 2.524], [0.722, -0.565, 1.415], [1.165, -1.528, 3.556], [2.845, -1.163, 3.371], [6.544, -2.718, 0.217], [5.233, -2.594, -0.197], [4.937, -2.061, -1.459], [3.630, -1.894, -1.859], [2.598, -2.252, -0.995], [2.872, -2.770, 0.262], [4.185, -2.951, 0.652], [0.947, -2.043, -1.522], [0.082, -2.552, -0.432], [0.783, -2.633, -2.817], [0.546, -0.464, -1.493], [0.490, 0.207, -2.712], [1.567, 0.131, -3.503], [1.515, 0.801, -4.643], [0.429, 1.584, -5.006], [-0.620, 1.605, -4.108], [-0.606, 0.916, -2.971], [7.254, -2.724, -0.495], [6.725, -3.336, 0.989], [5.745, -1.780, -2.123], [3.395, -1.483, -2.831], [2.062, -3.028, 0.928], [4.401, -3.352, 1.634], [2.383, 0.718, -5.289], [0.406, 2.140, -5.931], [-1.519, 2.181, -4.304], [1.028, 2.160, 3.250], [-0.447, 1.874, 3.113], [-0.930, 2.295, 1.817], [-1.286, 1.573, 0.459], [-0.669, 2.606, -0.582], [0.755, 2.846, -0.586], [1.036, 3.946, -1.579], [-2.837, 1.837, 0.286], [-3.492, 3.032, 0.770], [-4.122, 2.772, 2.118], [1.322, 2.055, 4.295], [1.241, 3.184, 2.941], [1.617, 1.468, 2.651], [-1.028, 2.460, 3.826], [-0.688, 0.826, 3.263], [1.268, 1.920, -0.857], [1.068, 3.125, 0.421], [0.755, 3.636, -2.586], [2.100, 4.183, -1.575], [0.478, 4.846, -1.322], [-4.248, 3.263, 0.021], [-2.774, 3.852, 0.799], [-4.749, 1.882, 2.074], [-4.743, 3.622, 2.405], [-3.365, 2.621, 2.886], [-4.951, 0.757, -3.885], [-4.117, -0.516, -2.770], [-4.487, -1.847, -2.807], [-3.830, -2.719, -1.959], [-2.831, -2.239, -1.135], [-2.466, -0.948, -1.124], [-3.111, -0.094, -1.925], [-5.266, -2.187, -3.475], [-4.079, -3.770, -1.933], [-2.301, -2.891, -0.458], [-2.813, 0.938, -1.892]], "lowdin_charge": [1.287, 0.658, -0.712, -0.713, 0.660, -0.618, 0.703, -0.407, -0.264, -0.411, -0.274, -0.603, 0.732, 0.105, -0.313, -0.024, -0.056, -0.291, -0.064, -0.041, 0.654, -0.392, -0.260, -0.233, -0.465, 0.140, -0.113, -0.052, -0.121, 0.129, 0.090, 0.093, 0.111, 0.098, 0.107, 0.107, 0.112, 0.100, 0.112, -0.061, -0.216, -0.223, 0.596, -0.242, -0.258, -0.056, -0.259, -0.240, -0.057, 0.089, 0.079, 0.054, 0.122, 0.099, 0.103, 0.107, 0.063, 0.084, 0.082, 0.122, 0.116, 0.087, 0.082, 0.066, 0.768, -0.652, -0.088, -0.025, -0.090, -0.065, -0.176, 0.112, 0.117, 0.111, 0.077], "multiplicity": 1, "e_homo_ev": -7.24, "homo_lumo_gap_ev": 7.2826}

We obtain max |F| values of 0.07955; 0.03558; 0.00939 hartree/bohr for the records listed above, in that order.